64
Properties=species:S:1:pos:R:3:forces:R:3:lowdin_charge:R:1 method="wB97M-V/def2-TZVPD" gap_ev=10.252 smiles="C[N+](=O)[O-].C[N+](=O)[O-].C[N+](=O)[O-].C[N+](=O)[O-].CCCC#N.CCCC#N.CCCC#N" total_energy_ha=-1614.21923 charge=0 lumo_energy_ev=-0.61
O 10.520930 17.376163 9.609782 0.0 -0.5 -0.6 0.053
H 6.578367 11.535389 14.985874 0.5 0.1 -0.3 0.114
H 11.226387 11.863868 14.809600 0.1 0.8 0.2 0.081
O 12.708891 10.515692 10.910701 0.4 0.2 0.0 0.029
H 6.630083 9.401992 7.672852 0.3 -0.2 0.2 0.125
H 13.669064 12.244482 15.292413 -0.4 -0.7 -0.8 0.138
N 8.298456 8.342020 5.274424 -0.2 -0.1 -0.6 0.149
N 14.933076 9.681707 16.289344 0.4 -0.4 0.1 0.144
O 9.170395 7.221319 12.891072 -0.3 0.0 0.1 0.059
C 8.522342 12.610624 14.684380 -0.6 2.0 0.1 -0.094
H 15.377245 10.113902 11.181834 -0.5 0.2 0.2 0.111
H 9.719927 7.086579 7.938804 -0.1 0.2 -0.4 0.081
C 7.679672 9.047956 7.674516 -1.5 1.9 0.5 -0.210
H 14.790656 10.083189 9.531444 -0.4 0.4 0.3 0.111
C 7.936856 8.670449 6.309626 1.0 -0.3 0.1 -0.244
H 10.015000 8.436368 9.055056 -0.1 0.1 -0.2 0.073
H 9.110843 11.757798 14.411586 0.1 -0.5 -0.2 0.021
H 11.277768 9.724214 13.981498 0.8 -0.5 -1.1 0.047
H 9.364331 15.299146 9.933495 -0.5 0.1 0.3 0.081
H 8.242065 9.990011 7.932138 -0.2 -1.0 -0.4 0.119
H 13.358751 10.919602 13.976765 -0.1 1.0 0.8 0.121
H 11.772630 8.983415 15.585143 -0.3 0.5 -0.7 0.099
C 14.919378 10.734647 10.406652 1.3 -0.7 -0.6 0.037
C 11.249964 9.804615 15.040346 0.0 -0.6 1.2 -0.112
C 14.189403 10.338482 15.719303 -0.6 -0.2 0.7 -0.261
N 10.668218 16.479613 8.783734 0.2 0.9 1.1 -0.449
N 13.653141 11.304355 10.848430 -1.4 -1.9 0.0 -0.452
H 9.112408 13.250190 15.374169 0.0 -0.4 -0.5 0.086
C 6.352238 13.376084 15.876407 -0.8 0.5 -0.5 -0.215
H 9.442218 6.894609 9.584906 0.3 -0.9 1.3 0.048
N 8.035663 7.006238 13.261558 -0.7 0.3 0.2 -0.432
H 9.537836 14.876629 8.148205 -0.3 0.1 0.4 0.108
C 7.894972 7.990066 8.733552 0.3 -0.6 -0.6 -0.257
H 6.498137 5.673460 13.479580 -0.8 0.0 -0.2 0.081
H 9.879352 10.885090 12.440196 -0.2 0.1 0.2 0.069
O 8.710153 12.656696 11.093024 -0.1 -0.2 0.8 0.053
C 9.348792 7.606244 8.816331 0.3 0.0 -0.3 -0.103
O 11.341157 16.575690 7.782477 -0.1 -0.2 -0.1 0.064
H 7.563961 11.737543 16.386790 0.1 0.1 -0.1 0.115
N 7.197046 15.443180 17.188832 0.4 0.7 0.5 0.144
C 7.551119 5.588401 13.349394 0.2 0.3 0.5 0.056
C 11.767430 11.172463 15.431863 0.9 -1.3 -0.2 -0.239
H 7.607135 8.400292 9.678158 -0.3 0.4 0.7 0.085
H 10.397150 9.998103 11.007006 0.0 -0.4 -0.2 0.061
H 15.596574 11.534255 10.174965 0.2 0.4 -0.1 0.093
O 13.568942 12.453776 11.141058 0.3 1.4 0.3 0.104
H 8.657569 9.917750 11.557477 -0.3 -0.6 0.2 0.084
C 9.567169 10.477127 11.491420 0.1 1.4 -0.8 0.076
O 7.207205 7.863462 13.567039 0.9 -0.5 -0.3 0.043
C 6.875201 14.505940 16.622868 0.1 -0.5 -0.1 -0.241
H 5.636134 12.860104 16.507711 -0.6 0.4 0.1 0.118
C 7.261380 12.253833 15.466068 0.5 -1.0 -0.1 -0.270
H 11.683260 11.367025 16.490980 -0.4 0.3 0.2 0.115
H 10.195978 9.675497 15.183809 -0.8 0.1 0.8 0.057
O 9.430878 11.606650 9.410739 0.3 -0.8 -0.6 0.050
C 10.002648 15.191734 9.088028 0.3 -0.4 -1.4 0.036
H 7.283024 7.077271 8.607448 0.1 0.5 -0.3 0.125
H 7.829868 5.059151 12.450736 0.2 -0.1 0.0 0.097
H 5.832701 13.853360 15.017460 0.1 -0.6 0.3 0.137
N 9.204311 11.666762 10.594252 0.2 0.5 0.5 -0.413
H 7.920295 5.136661 14.272409 0.5 0.1 -0.3 0.107
H 10.768800 14.453494 9.267417 0.4 -0.1 0.2 0.091
C 13.258346 11.227082 15.057417 0.4 1.0 -1.1 -0.195
H 8.330000 13.258125 13.783733 0.0 -0.8 0.7 0.090



9
Properties=species:S:1:pos:R:3:forces:R:3:lowdin_charge:R:1 method="wB97M-V/def2-TZVPD" gap_ev=10.178 smiles=CO[C@@H](F)I total_energy_ha=-551.36310 charge=0 relative_energy_kj_mol=39.6 lumo_energy_ev=0.36
I 0.077747 -1.641121 -1.906503 0.1 0.0 0.3 0.797
H 0.376755 2.103801 -0.109112 0.4 0.5 0.0 0.096
H 0.981159 -1.792762 0.744159 -0.5 0.7 -1.1 0.126
F -0.879826 -1.117228 0.821306 -2.1 -1.4 0.2 -0.018
C -0.168475 1.194797 0.028847 0.5 0.0 -0.4 -0.096
C 0.298024 -1.074237 0.205309 1.3 0.4 1.5 -0.813
H -0.414015 0.774637 -0.897965 -1.7 0.7 -1.9 -0.007
H -0.987468 1.357998 0.690542 -0.7 -0.1 0.5 0.091
O 0.716099 0.194115 0.423417 2.6 -0.7 0.9 -0.175



12
Properties=species:S:1:pos:R:3:forces:R:3:lowdin_charge:R:1 method="wB97M-V/def2-TZVPD" gap_ev=10.388 total_energy_ha=-343.88852 charge=0 relative_energy_kj_mol=38.5 lumo_energy_ev=0.78
F -2.421709 -0.508062 -0.173458 1.0 0.0 0.4 -0.058
H 1.653080 -0.704476 1.067622 0.0 0.2 -0.6 0.087
H 1.501542 1.400224 -0.296304 -0.5 -1.0 -0.6 0.137
H -1.762372 1.882396 0.301334 0.7 -0.4 -0.4 0.060
H 1.732425 -1.413896 -0.459445 0.2 1.3 0.7 0.097
H -0.671215 -1.229344 -0.896392 -0.2 -0.3 0.3 0.120
N 1.835571 -0.513863 0.069290 0.1 -2.5 0.3 -0.025
C -0.311042 0.645531 -0.106346 -0.1 0.9 0.5 -0.439
H -0.808953 -1.203706 0.928954 -0.3 0.3 -0.7 0.129
C -1.029307 -0.669870 -0.024497 -0.7 -0.1 -0.2 -0.139
N -0.756923 1.833864 0.058641 -0.3 -0.9 0.1 0.133
N 1.038903 0.481201 -0.469400 0.0 2.5 0.2 -0.103



103
Properties=species:S:1:pos:R:3:forces:R:3:mulliken_spin:R:1 method="wB97M-V/def2-TZVPD" s_squared=0.770 gap_ev="7.145 / 6.736" spin_multiplicity=2 total_energy_ha=-4772.73274 charge=0 relative_energy_kj_mol=0.0 lumo_energy_ev="0.18 / -0.10"
H -2.032476 1.958837 -4.716348 0.0 0.0 0.0 -0.001
C 2.880512 0.071194 1.604837 -0.2 0.1 0.1 -0.002
H 2.885137 3.814392 3.348105 0.0 0.0 0.0 0.000
C 0.495350 -4.724206 2.950872 0.0 0.0 0.0 0.000
C -2.559597 1.068733 -2.854355 -0.1 0.1 0.1 -0.007
N -0.646206 2.242996 -2.959458 0.2 0.0 0.1 -0.002
C 0.102339 -3.239418 -5.207468 0.0 0.0 0.0 -0.021
C -1.035974 0.887050 2.430747 0.2 -0.1 0.0 0.012
N -1.480056 1.397251 -2.253321 0.1 -0.5 -0.3 0.010
C -3.604878 0.327335 -2.089054 0.1 0.0 -0.1 -0.008
C 3.829045 0.733456 3.720872 0.0 0.0 0.0 0.000
H 5.361736 2.229847 3.636642 0.0 0.0 0.0 0.000
C 1.846015 -4.388384 2.948552 0.0 0.0 0.0 0.001
H -4.919352 0.114236 -3.785869 0.0 0.0 0.0 0.000
C 3.631596 -3.234539 -2.313031 0.0 0.0 0.0 0.001
C -1.365913 1.095836 4.814904 0.0 0.0 0.0 0.001
C -2.499089 3.408298 -0.548479 0.1 0.1 0.1 -0.003
C -3.310401 2.433926 1.475577 0.0 -0.1 0.0 -0.002
S -1.145804 -1.548298 1.073716 0.0 0.0 -0.1 -0.014
N -3.412390 0.103382 -0.787069 0.0 0.0 0.0 0.006
H -1.773200 -0.733454 5.870953 0.0 0.0 0.0 0.000
Ru -0.046719 -0.411886 -0.561144 -0.3 1.0 0.9 0.148
Cl -0.179493 -0.611057 -4.757797 0.0 0.0 0.0 0.004
C -1.119317 1.673177 3.584368 0.0 0.0 0.0 -0.001
C 0.628543 2.079322 -2.788398 -0.1 -0.1 0.1 -0.014
H -6.353310 -1.334038 -0.026434 0.0 0.0 0.0 0.000
C -3.684496 4.116180 -0.674191 0.0 0.0 0.0 0.000
P 1.813009 -1.000133 0.588726 0.0 -0.3 -0.5 -0.009
C 1.364696 -2.387482 1.701273 0.0 0.0 0.0 0.019
H 1.003893 3.549293 -4.124047 0.0 0.0 0.0 0.000
H 0.168460 -5.647508 3.411210 0.0 0.0 0.0 0.000
H -1.764672 3.513959 -1.329613 0.0 0.0 0.0 0.000
C 3.692775 1.004555 0.959388 0.0 0.0 0.0 -0.002
C 3.115604 -1.839230 -0.407646 0.0 0.1 0.0 0.005
C -4.691486 3.987202 0.269638 0.0 0.0 0.0 0.000
H 4.786953 -1.445509 0.905296 0.0 0.0 0.0 0.000
H -0.988264 2.744714 3.501702 0.0 0.0 0.0 0.000
H -1.488679 -4.115292 2.328255 0.0 0.0 0.0 0.001
H 5.665109 -3.904109 -2.471971 0.0 0.0 0.0 0.000
C 2.939574 -0.045433 2.989972 0.0 0.0 0.0 -0.002
C 1.361705 2.844317 2.205378 -0.1 0.1 0.1 -0.003
C -0.431509 -3.882800 2.357389 0.0 0.0 0.1 -0.004
H -1.414147 1.714428 5.701681 0.0 0.0 0.0 0.000
C -1.565253 -0.279107 4.910881 0.0 0.0 0.0 0.000
H 0.022849 -5.964798 -3.203139 0.0 0.0 0.0 0.001
C 4.582380 1.773518 1.689110 0.0 0.0 0.0 0.001
H -5.275893 3.006749 2.087875 0.0 0.0 0.0 0.000
H 3.629719 1.118524 -0.116020 0.0 0.0 0.0 0.000
H -1.661509 -2.134736 3.851236 0.0 0.0 0.0 -0.001
H 3.341079 -3.010306 2.273593 0.0 0.0 0.0 0.000
C -2.879657 1.449238 -4.270890 0.0 0.0 0.0 -0.005
H 0.225218 -2.936576 -6.238402 0.0 0.0 0.0 0.002
C 4.659979 1.631582 3.068864 0.0 0.0 0.0 -0.001
H 2.396206 2.738987 -3.546279 0.0 0.0 0.0 0.000
N 1.441443 3.012879 -3.392262 0.0 0.1 0.1 0.000
C -4.781107 -0.060701 -2.730150 -0.1 0.0 0.0 -0.003
H 1.708477 -2.388991 -1.896304 0.0 0.0 0.0 -0.019
C -4.389599 -0.465604 -0.095883 0.0 0.0 0.1 -0.001
C 4.949625 -3.331571 -1.895376 0.0 0.0 0.0 0.000
H -4.199567 -0.625392 0.958745 0.0 0.0 0.0 -0.002
H 3.297111 -3.726062 -3.218285 0.0 0.0 0.0 0.000
Cl -0.385948 -4.413876 -0.907691 0.0 0.0 -0.1 0.006
C -0.112178 -2.264587 -4.250055 0.0 0.0 -0.1 0.044
C -5.787044 -0.671592 -1.999887 0.0 0.0 0.0 0.000
C -0.009811 -4.930297 -3.516368 0.0 0.1 0.0 -0.017
H -5.617989 4.536502 0.162098 0.0 0.0 0.0 0.000
H 1.293821 2.026542 2.907557 0.0 0.0 0.0 -0.001
C 0.519615 2.893901 1.097244 -0.2 0.1 0.1 0.006
C 5.352642 -2.682580 -0.735541 0.0 0.0 0.0 0.000
C -2.283780 2.558945 0.537451 -0.1 -0.1 0.1 0.003
H -3.103425 0.557976 -4.858509 0.0 0.0 0.0 0.001
C 0.649143 3.974777 0.223884 0.1 -0.1 -0.1 -0.002
C 1.579908 4.974435 0.457729 0.0 0.0 0.0 0.000
H 2.298872 -0.751140 3.505300 0.0 0.0 0.0 0.000
N -0.513551 -1.625759 -1.942403 0.1 -0.1 -0.5 0.762
C 2.383609 4.932518 1.586942 0.0 0.0 0.0 -0.001
H -3.751205 2.107997 -4.309394 0.0 0.0 0.0 0.000
C -4.498202 3.137869 1.346137 0.0 0.0 0.0 -0.001
O -2.432427 -2.252269 1.000904 0.1 0.0 0.1 0.017
S 1.505669 0.833135 -1.941313 -0.3 0.0 0.0 0.022
H -3.216288 1.753343 2.309461 0.0 0.0 0.0 -0.001
C -1.498097 -1.068262 3.779657 -0.1 0.0 0.0 0.003
C -1.218326 -0.482912 2.547817 0.0 0.1 0.0 -0.014
H 1.666812 5.793193 -0.244928 0.0 0.0 0.0 0.000
C -0.274875 -2.571349 -2.884782 -0.1 0.0 0.4 0.008
C -5.597851 -0.869952 -0.645312 0.0 0.0 0.0 0.000
H 5.213078 2.490681 1.179778 0.0 0.0 0.0 0.000
C 2.728285 -2.490095 -1.569676 0.0 0.1 -0.1 0.000
H 0.310555 -5.337490 -5.599767 0.0 0.0 0.0 0.003
H -3.819324 4.764505 -1.530957 0.0 0.0 0.0 0.000
C 0.151473 -4.576771 -4.848008 0.0 0.0 0.0 0.040
H 2.566256 -5.048514 3.414156 0.0 0.0 0.0 0.000
H 6.381615 -2.749616 -0.405321 0.0 0.0 0.0 0.000
P -0.732312 1.582499 0.765331 0.8 -0.3 -0.2 -0.018
C -0.208856 -3.945817 -2.569131 0.0 -0.1 0.0 0.076
C 2.267721 3.864043 2.460718 0.0 0.0 0.0 0.001
H 3.876611 0.629736 4.797557 0.0 0.0 0.0 0.000
H -6.704085 -0.979897 -2.485823 0.0 0.0 0.0 0.000
C 4.445483 -1.940612 0.006057 0.0 0.0 0.0 0.000
H 3.094560 5.725264 1.782474 0.0 0.0 0.0 0.000
C 0.024995 -2.718297 1.763608 0.0 0.1 0.1 -0.017
C 2.282625 -3.233926 2.318590 0.0 0.0 0.0 -0.002
H 0.046146 4.038977 -0.667306 -0.1 0.0 -0.1 -0.001



88
Properties=species:S:1:pos:R:3:forces:R:3:mulliken_spin:R:1 method="wB97M-V/def2-TZVPD" s_squared=6.024 gap_ev="6.000 / 5.836" spin_multiplicity=5 total_energy_ha=-3966.17527 charge=-1 relative_energy_kj_mol=0.0 lumo_energy_ev="2.25 / 1.65"
N -2.285499 -0.073625 -0.862920 -0.1 0.1 0.1 0.174
N 2.008093 -1.627680 -3.308130 0.0 0.0 -0.1 0.002
C 2.839055 -2.795035 -3.526834 0.0 0.1 0.0 0.002
H 0.778375 1.334682 -2.827439 0.0 0.0 0.0 0.001
C -4.729624 -1.722423 -1.326255 -0.1 0.1 0.0 0.006
H -2.860237 -3.145614 -3.254387 0.0 0.0 0.0 0.000
H -1.145950 0.784955 5.606186 0.0 0.0 0.0 0.001
H 0.048362 -0.314213 6.289528 0.0 0.0 0.0 0.000
C -4.379994 2.201202 -2.944231 0.0 0.0 0.1 0.001
C 3.530858 -3.159446 -2.227267 0.1 0.0 0.0 0.000
C 1.220562 2.576461 0.237374 -0.2 0.2 0.1 -0.139
H -0.684271 1.188934 3.346799 0.0 -0.1 0.0 0.006
H 2.018133 -1.192307 -5.333933 0.0 0.0 0.0 0.000
C -4.445584 3.348528 -2.167822 0.0 0.0 0.0 -0.001
H -5.149481 -1.596205 -2.326380 0.0 0.0 0.0 0.001
C -3.782920 3.345057 -0.946063 0.0 0.0 0.0 0.001
H 4.129095 -2.304344 -1.902583 0.0 0.0 0.0 0.000
C 2.596954 1.598244 2.753548 0.0 -0.1 0.0 0.005
H -0.290800 -0.946255 -4.531613 0.0 0.0 0.0 -0.001
H -2.415148 -1.508990 -3.757246 0.0 -0.1 0.0 0.000
H 1.509291 4.717531 0.293172 0.0 0.0 0.0 0.001
H 0.869982 -2.375778 -0.411148 0.0 0.0 0.0 0.007
H -5.165593 -0.952931 -0.684816 0.0 0.0 0.0 0.000
H -3.606746 0.229210 -3.155329 0.0 0.0 0.0 0.000
C -2.991045 1.034941 -1.264764 0.1 -0.1 -0.3 -0.016
C -1.508859 -1.609214 3.141638 0.5 -0.4 0.2 -0.013
S 0.332235 -3.220521 4.145234 0.1 0.0 0.0 -0.006
C 2.375049 2.029419 -0.613332 0.0 0.0 0.0 0.041
H 2.545170 0.146158 -4.308093 0.0 0.0 0.0 0.000
H -2.971579 -2.955681 0.798607 0.0 0.0 0.0 -0.001
Ir -0.521500 0.069172 0.447928 -0.1 -0.2 0.6 2.241
Si -2.844965 -1.652117 -1.290281 0.0 0.0 0.1 -0.019
N 1.361566 -2.552221 -1.280637 0.0 0.0 0.0 0.014
S -1.249437 -4.304505 6.422054 0.0 0.0 0.0 0.022
H 3.212663 1.724674 0.011795 0.0 0.0 0.0 0.004
C 1.822062 -0.674706 -4.392461 0.1 0.0 0.1 0.001
C -1.103339 -3.340730 5.088583 0.1 0.1 -0.1 0.012
H -2.426570 -3.950137 -0.568392 0.0 0.0 0.0 0.000
C -2.320600 -2.976214 -0.078286 0.1 -0.1 0.1 0.024
H 1.081482 4.032352 1.864188 -0.1 0.0 0.0 -0.005
H -0.491561 2.139442 -1.067719 0.1 0.0 0.0 -0.046
H 0.017289 1.370046 6.804187 0.0 0.0 0.0 -0.001
H 4.198861 -4.010780 -2.365859 0.0 0.0 0.0 0.000
H 0.427821 3.580143 -1.517219 0.0 0.0 0.0 -0.001
C 1.233434 1.483279 2.468161 0.2 0.0 0.0 -0.050
C 0.172918 0.428933 -2.945376 -0.1 0.0 0.1 -0.016
C 0.847357 1.055822 4.833330 0.0 0.0 0.1 -0.027
H -5.049356 -2.697918 -0.948861 0.0 0.0 0.0 0.001
S -2.360919 -2.332942 4.489821 -0.1 0.0 0.0 -0.005
H 5.149722 1.034910 3.546354 0.0 0.0 0.0 0.000
H 4.883549 2.625296 4.251630 0.0 0.0 0.0 -0.001
N 0.475821 -0.521543 -1.882551 0.0 0.0 -0.1 0.115
H -3.802296 4.201639 -0.283800 0.0 0.0 0.0 0.000
H 2.887641 -3.440975 -0.178726 0.0 0.0 0.0 0.008
H 2.105577 -4.502939 -1.348033 0.0 0.0 0.0 -0.002
H 3.308423 1.747856 1.955551 0.0 0.0 0.0 0.003
C -3.092885 2.229447 -0.527033 -0.1 0.0 0.2 -0.027
H -4.873366 2.164764 -3.908381 0.0 0.0 0.0 0.000
C 3.090680 1.441621 4.045337 0.0 0.0 0.0 -0.005
C 0.377333 1.242382 3.546033 -0.1 0.1 -0.1 0.016
H 2.045343 1.154948 -1.172611 0.0 0.0 0.0 -0.019
H 0.261204 0.636577 -5.095908 0.0 0.0 0.0 0.002
H -1.222099 -2.547714 -2.954814 0.0 0.0 0.0 0.000
C -0.112214 0.710373 5.943263 0.0 0.0 0.0 -0.001
F -2.507631 2.302132 0.695932 -0.1 -0.1 0.0 -0.008
C 1.264999 -1.510224 -2.158714 0.1 -0.1 0.0 0.028
S 0.821697 -1.550066 1.722301 0.2 0.0 -0.5 0.374
H -0.871190 0.729040 -2.824814 0.0 0.0 0.0 -0.004
N 0.704068 1.538442 1.163454 0.2 0.2 0.0 0.555
H 2.731638 2.791984 -1.312867 0.0 0.0 0.0 0.002
C 4.571413 1.578754 4.295763 0.0 0.0 0.0 0.000
S -2.290715 -0.478393 2.152749 -0.1 0.4 -0.3 0.451
H -0.654105 3.599904 -0.109783 0.0 0.0 0.0 0.017
H -4.991829 4.222306 -2.496741 0.0 0.0 0.0 0.000
C 2.215887 1.157933 5.082819 -0.1 0.0 -0.1 0.032
C -2.275425 -2.261993 -2.977390 0.0 0.0 -0.1 0.003
H 4.842503 1.192200 5.278659 0.0 0.0 0.0 -0.001
C -0.222738 -2.051654 2.968277 -0.6 0.0 0.4 0.035
C 2.474321 -3.485036 -1.188865 -0.1 0.1 0.0 -0.002
C -3.668010 1.094489 -2.507145 0.0 0.0 0.0 -0.004
C 0.410449 -0.133852 -4.337061 0.0 0.0 0.0 -0.004
C 1.668036 3.867188 0.959922 0.0 -0.1 0.0 0.009
H 2.249156 -3.645600 -3.896398 0.0 0.0 0.0 0.000
H 2.721060 3.863623 1.240053 0.0 -0.1 0.1 -0.001
H 3.569667 -2.541044 -4.296167 0.0 0.0 0.0 -0.001
H 2.597375 1.010819 6.088302 0.0 0.0 0.0 0.002
C 0.058057 2.994185 -0.671439 0.0 0.1 0.0 0.209
H -1.296204 -2.888432 0.286387 0.0 0.0 0.0 -0.006



Which value of charge does entry 2 give?
0



The lowest charge belongs to which entry?
C31H44FIrN5S5Si



Which value of charge does entry 3 give?
0



Which of these has the lowest charge?
C31H44FIrN5S5Si